{
  "formula": "C11H22Si",
  "method": "wB97M-V/def2-TZVPD",
  "smiles": "C=C(C)[SiH](CC)C(=C)C.C=CC",
  "species": ["C", "C", "C", "Si", "C", "C", "C", "C", "C", "H", "H", "H", "H", "H", "H", "H", "H", "H", "H", "H", "H", "H", "H", "H", "H", "C", "C", "C", "H", "H", "H", "H", "H", "H"],
  "positions_angstrom": [[-1.26979, -2.78810, -2.26311], [-1.60048, -1.58017, -1.82730], [-2.94554, -0.99602, -2.13865], [-0.42779, -0.47395, -0.83089], [0.31260, -1.33890, 0.70396], [1.29568, -2.45566, 0.37870], [1.00760, 0.12847, -1.91619], [1.26595, -0.38186, -3.11278], [1.86080, 1.21746, -1.33897], [-0.30590, -3.22638, -2.06672], [-1.95075, -3.39664, -2.84174], [-3.46951, -0.74921, -1.21678], [-3.55676, -1.68583, -2.71831], [-2.82333, -0.07436, -2.70452], [-1.19467, 0.69188, -0.34995], [0.81877, -0.58064, 1.29917], [-0.48521, -1.73561, 1.32748], [2.06087, -2.10507, -0.31270], [1.79008, -2.81480, 1.27884], [0.78432, -3.29591, -0.07900], [0.64883, -1.15341, -3.54222], [2.09925, -0.05005, -3.71580], [2.77822, 1.35141, -1.91021], [2.12060, 0.99862, -0.30398], [1.30728, 2.15802, -1.34259], [0.11748, 2.93330, 2.19255], [0.40508, 1.88682, 2.94287], [-0.57550, 1.16147, 3.80142], [0.86029, 3.42313, 1.58603], [-0.87830, 3.34270, 2.14916], [1.41621, 1.49879, 2.96877], [-0.24732, 1.17236, 4.84098], [-1.56085, 1.61658, 3.73789], [-0.64828, 0.11931, 3.49054]],
  "lowdin_charge": [-0.0156, -0.4254, -0.1341, 0.7111, -0.3345, -0.1647, -0.4275, -0.0055, -0.1230, 0.0425, 0.0593, 0.0694, 0.0713, 0.0737, 0.0057, 0.0412, 0.0641, 0.0631, 0.0660, 0.0520, 0.0376, 0.0591, 0.0729, 0.0624, 0.0755, -0.0195, -0.2639, -0.1117, 0.0461, 0.0545, 0.0911, 0.0731, 0.0725, 0.0610]
}


{
  "formula": "C19H15MgN6O4S3",
  "method": "wB97M-V/def2-TZVPD",
  "total_charge": -1,
  "species": ["Mg", "S", "C", "S", "S", "O", "C", "C", "C", "C", "C", "C", "C", "O", "N", "O", "O", "H", "H", "H", "H", "C", "C", "N", "C", "C", "N", "C", "N", "N", "N", "C", "C", "C", "C", "C", "C", "H", "H", "H", "H", "H", "H", "H", "H", "H", "H", "H"],
  "positions_angstrom": [[0.60640, 1.23580, -0.02667], [-3.63158, 2.67940, 0.42612], [-2.04700, 2.19550, 0.40169], [-0.77541, 3.25157, -0.19856], [-1.52092, 0.62439, 0.95226], [1.28998, -0.74297, -0.36215], [2.28324, -1.27555, 0.12078], [3.26155, -0.68367, 0.99496], [4.32567, -1.49869, 1.38682], [5.31163, -1.01610, 2.20984], [5.26130, 0.31156, 2.68152], [4.23510, 1.12589, 2.31731], [3.17818, 0.68218, 1.45051], [2.24911, 1.47435, 1.13226], [6.41056, -1.87292, 2.59253], [7.27727, -1.40638, 3.31610], [6.43380, -3.01695, 2.16442], [2.48041, -2.33174, -0.13485], [4.37978, -2.52226, 1.03826], [6.04895, 0.66101, 3.33361], [4.17432, 2.14552, 2.67359], [2.23024, 3.95648, -1.54672], [1.94832, 2.76906, -2.39807], [1.64240, 1.56526, -1.96690], [1.49212, 0.77027, -3.08314], [1.69239, 1.50912, -4.20042], [1.99914, 2.78189, -3.75766], [2.10044, 3.94882, -4.59895], [0.86422, 4.18648, -5.30064], [0.88623, 4.38142, -6.64060], [-0.30299, 4.58154, -7.06013], [-1.16665, 4.49586, -5.98755], [-2.56068, 4.60713, -5.92180], [-3.14515, 4.44840, -4.68765], [-2.37863, 4.18045, -3.53133], [-1.00940, 4.07095, -3.58000], [-0.42064, 4.24048, -4.83755], [2.14595, 3.67139, -0.50155], [1.51617, 4.76244, -1.72753], [3.24053, 4.32952, -1.72796], [1.22439, -0.26803, -2.99279], [1.63295, 1.27162, -5.24816], [2.86327, 3.81869, -5.36485], [2.36525, 4.79758, -3.96959], [-3.14069, 4.80512, -6.81303], [-4.22049, 4.52292, -4.59236], [-2.86272, 4.04470, -2.57023], [-0.46693, 3.84376, -2.67192]],
  "lowdin_charge": [0.3098, 0.3723, -1.8210, 0.4205, 0.3985, -0.0479, -0.1690, -0.1065, 0.0402, -0.1696, -0.0008, 0.0119, -0.3340, -0.0778, -0.3710, 0.0466, 0.0454, 0.1338, 0.1239, 0.1151, 0.1168, -0.0210, -0.3612, 0.0592, -0.0929, -0.0392, -0.0178, -0.0672, -0.0659, 0.0323, 0.0551, -0.2413, -0.0281, -0.0783, -0.0517, -0.0119, -0.1569, 0.0613, 0.0806, 0.0902, 0.1088, 0.1213, 0.1355, 0.1324, 0.1060, 0.1011, 0.0919, 0.0205]
}


{
  "formula": "C50H46AuIN3O2PS",
  "method": "wB97M-V/def2-TZVPD",
  "species": ["Au", "C", "C", "C", "C", "C", "C", "C", "S", "O", "O", "N", "C", "C", "C", "C", "C", "C", "C", "C", "N", "C", "H", "H", "H", "H", "H", "H", "H", "H", "H", "H", "H", "H", "H", "I", "C", "C", "C", "C", "C", "C", "C", "C", "C", "P", "C", "C", "C", "C", "C", "C", "C", "C", "C", "C", "C", "C", "C", "H", "H", "H", "H", "H", "H", "H", "H", "H", "H", "H", "H", "H", "H", "H", "H", "C", "C", "C", "C", "C", "C", "C", "C", "C", "C", "C", "C", "N", "H", "H", "H", "H", "H", "H", "H", "H", "H", "H", "H", "H", "H", "H", "H", "H", "H"],
  "positions_angstrom": [[-0.40499, -0.37390, -0.30436], [-0.08109, 4.51088, 5.87457], [-0.47300, 4.09614, 4.48276], [-0.91342, 5.03898, 3.55802], [-1.24354, 4.67022, 2.26328], [-1.12571, 3.33811, 1.89523], [-0.70233, 2.37557, 2.80255], [-0.38023, 2.76339, 4.09121], [-1.49896, 2.85312, 0.24559], [-2.32333, 3.86764, -0.34334], [-0.16972, 2.84749, -0.50182], [-1.96926, 1.39792, 0.27716], [-3.22577, 1.04350, 0.75686], [-4.09480, 1.87942, 1.41910], [-5.34900, 1.43072, 1.87841], [-5.75503, 0.14893, 1.66701], [-4.90581, -0.73830, 0.96532], [-5.29913, -2.06392, 0.66628], [-4.47655, -2.86286, -0.06450], [-3.23334, -2.34153, -0.47794], [-2.81423, -1.13700, -0.19198], [-3.64064, -0.30860, 0.51021], [-0.56982, 5.44010, 6.16396], [0.99749, 4.67054, 5.93399], [-0.34001, 3.74319, 6.60298], [-1.00157, 6.07634, 3.85703], [-1.59058, 5.39600, 1.54145], [-0.62595, 1.34331, 2.49121], [-0.04490, 2.02079, 4.80495], [-3.82510, 2.91304, 1.58598], [-5.99583, 2.12688, 2.39604], [-6.71962, -0.20081, 2.01161], [-6.25902, -2.42155, 1.01933], [-4.74600, -3.87754, -0.32242], [-2.56434, -2.96124, -1.06702], [2.83923, -1.25145, -2.54303], [3.96151, -1.59556, -0.81878], [5.13171, -0.89915, -0.72822], [6.08425, -1.21516, 0.26390], [5.87107, -2.28700, 1.07265], [4.66748, -3.03252, 0.98799], [4.51740, -4.20949, 1.76282], [3.38862, -4.96116, 1.66720], [2.30515, -4.47975, 0.90281], [2.37408, -3.31788, 0.17982], [0.75476, -2.56157, -0.35667], [0.29164, -3.44975, -1.88410], [-0.65180, -2.85255, -2.71787], [-0.99779, -3.43271, -3.92896], [-0.38626, -4.61157, -4.33151], [0.56918, -5.20409, -3.51741], [0.90767, -4.62643, -2.30289], [-0.37691, -3.30678, 0.89106], [-0.40850, -2.69424, 2.14563], [-1.22058, -3.19398, 3.15044], [-2.02283, -4.30434, 2.91335], [-1.99936, -4.91460, 1.66852], [-1.17316, -4.42130, 0.66709], [3.63047, -2.63145, 0.10369], [5.33938, -0.11741, -1.44408], [7.00055, -0.64423, 0.32966], [6.62270, -2.60207, 1.78566], [5.32736, -4.50510, 2.41823], [3.28502, -5.88148, 2.22543], [1.37174, -5.02699, 0.94835], [-1.09581, -1.90293, -2.43091], [-1.73136, -2.95218, -4.56276], [-0.64048, -5.05846, -5.28373], [1.06291, -6.11384, -3.83284], [1.66902, -5.09061, -1.68954], [0.20577, -1.81943, 2.33470], [-1.23551, -2.70927, 4.11815], [-2.66218, -4.69143, 3.69592], [-2.62383, -5.77657, 1.47294], [-1.15669, -4.91032, -0.30239], [0.12897, 3.96370, -3.22955], [0.73454, 2.55777, -3.17774], [-0.34954, 1.48882, -3.03369], [1.93957, 2.45041, -2.23882], [3.16214, 2.76850, -2.82886], [4.36639, 2.64808, -2.16008], [4.34779, 2.20616, -0.84784], [3.15460, 1.92672, -0.19177], [3.24314, 1.64453, 1.30000], [2.57571, 0.35529, 1.77884], [2.75240, 2.85708, 2.09405], [1.93195, 2.03804, -0.88872], [0.77981, 1.68953, -0.16593], [-0.58404, 4.03206, -4.05432], [0.90848, 4.70976, -3.39370], [-0.39525, 4.21192, -2.30834], [1.17336, 2.38908, -4.16665], [-1.01041, 1.67244, -2.18719], [0.08713, 0.49484, -2.92159], [-0.96647, 1.48285, -3.93595], [3.16184, 3.10097, -3.86124], [5.29946, 2.88819, -2.65318], [5.27703, 2.12239, -0.29500], [4.31304, 1.53812, 1.50768], [1.49327, 0.42295, 1.66045], [2.80713, 0.18406, 2.83342], [2.93150, -0.50742, 1.21082], [1.70887, 3.06368, 1.86033], [3.34126, 3.74136, 1.84541], [2.84008, 2.67715, 3.16855]],
  "lowdin_charge": [0.6606, -0.0468, -0.2636, -0.0279, -0.0368, -0.2890, -0.0612, -0.0325, 0.6843, -0.2522, -0.3273, -0.1881, -0.2476, -0.0198, -0.0699, -0.0515, -0.1559, -0.0104, -0.0444, -0.1400, 0.0789, -0.1498, 0.0762, 0.0858, 0.0782, 0.1143, 0.1173, 0.1010, 0.1177, 0.1016, 0.1068, 0.1088, 0.1175, 0.1069, 0.0812, 1.1123, -0.6238, -0.1647, -0.0597, -0.0306, -0.1612, -0.0242, -0.0566, -0.0864, -0.2858, 0.9577, -0.4478, -0.1488, -0.0698, -0.0793, -0.0745, -0.0984, -0.4041, -0.1088, -0.0712, -0.0809, -0.0836, -0.1207, -0.2293, 0.0790, 0.1096, 0.1134, 0.1156, 0.1074, 0.1031, 0.0706, 0.1079, 0.1034, 0.1048, 0.1004, 0.0909, 0.1044, 0.1021, 0.1053, 0.1073, -0.0535, -0.3638, -0.0844, -0.1555, -0.0671, -0.0949, -0.0855, -0.1558, -0.3587, -0.0673, -0.0510, -0.2356, -0.0248, 0.0796, 0.0787, 0.0573, 0.1215, 0.0383, 0.0243, 0.0832, 0.1114, 0.0983, 0.1080, 0.1203, 0.0235, 0.0823, 0.0475, 0.0569, 0.0832, 0.0760]
}


Record-wise E_HOMO values, in eV: -9.466 -4.077 -6.502
Record-wise ΔE to the lowest compared entry with this formula, charge and spin values, in eV: 0.000 0.178 1.072